{
  "formula": "C24H32IrN6S4Sb",
  "method": "ωB97M-V/def2-TZVPD",
  "e_lumo_ha": -0.0093,
  "e_tot_ha": -3199.64560,
  "spin_multiplicity": 1,
  "de_lowest_ev": 0.000,
  "homo_energy_ev": -6.6802,
  "homo_lumo_gap_ev": 6.43,
  "symbols": ["Ir", "C", "C", "C", "N", "C", "C", "C", "C", "C", "C", "C", "N", "C", "C", "C", "N", "C", "C", "C", "C", "C", "C", "C", "N", "C", "C", "H", "H", "H", "H", "H", "H", "H", "H", "H", "H", "H", "H", "H", "H", "H", "H", "H", "H", "H", "H", "H", "H", "H", "H", "H", "H", "S", "Sb", "S", "S", "C", "N", "C", "N", "S", "H", "H", "H", "H", "H", "H"],
  "xyz": [[0.1028, -0.0981, 0.0953], [0.3186, 2.5787, -2.3104], [0.9742, 3.4664, -1.2568], [1.3331, 2.7608, 0.0654], [1.6025, 1.3254, 0.0177], [2.8264, 0.8500, -0.0390], [3.9152, 1.6302, -0.5096], [5.2759, 1.4165, -0.4583], [5.9979, 0.3922, 0.1419], [5.4463, -0.6767, 0.8282], [4.1287, -1.0756, 0.9848], [2.9300, -0.5560, 0.4420], [1.7796, -1.2039, 0.4668], [1.5645, -2.4154, 1.2410], [0.9234, -2.0629, 2.6055], [0.8286, -0.5747, 2.9568], [-0.0754, 0.1622, 2.0798], [-0.8209, 1.1675, 2.4859], [-0.6914, 1.7301, 3.7756], [-1.4864, 2.6295, 4.4647], [-2.6596, 3.2572, 4.0885], [-3.2572, 3.1521, 2.8399], [-2.8388, 2.5108, 1.6919], [-1.6933, 1.7166, 1.4180], [-1.3427, 1.3900, 0.1850], [-1.9192, 2.1807, -0.8957], [-1.1778, 2.2200, -2.2305], [0.9138, 1.6664, -2.3304], [0.4799, 3.0303, -3.2930], [0.3727, 4.3456, -1.0075], [1.8924, 3.8528, -1.7084], [0.5091, 2.8799, 0.7660], [2.1936, 3.2654, 0.5143], [3.6111, 2.5452, -1.0026], [5.8687, 2.1891, -0.9387], [7.0775, 0.4595, 0.1094], [6.1613, -1.3274, 1.3226], [4.0051, -1.9562, 1.5981], [2.4840, -2.9839, 1.3704], [0.8698, -3.0355, 0.6754], [1.4811, -2.5460, 3.4108], [-0.0884, -2.4702, 2.6248], [1.8193, -0.1014, 2.9546], [0.4495, -0.5213, 3.9786], [0.1858, 1.4041, 4.3171], [-1.1290, 2.8624, 5.4631], [-3.1494, 3.8837, 4.8224], [-4.2024, 3.6758, 2.7343], [-3.5227, 2.6014, 0.8603], [-2.0075, 3.2130, -0.5362], [-2.9438, 1.8465, -1.1035], [-1.7366, 2.9659, -2.8048], [-1.3316, 1.2827, -2.7736], [-1.6271, -3.9430, -2.8117], [-2.0885, -1.8573, -1.9888], [0.2329, -0.7078, -2.2598], [-1.5944, -1.8042, 0.3300], [4.2781, -2.5744, -3.8281], [2.9836, -2.8298, -4.4553], [1.7914, -2.5869, -3.9097], [0.6891, -2.7054, -4.6189], [1.7617, -2.1456, -2.2300], [5.0341, -3.0942, -4.4113], [4.3024, -2.9655, -2.8144], [4.5059, -1.5094, -3.8039], [2.9914, -3.1839, -5.3985], [0.7428, -2.9733, -5.5907], [-0.2050, -2.9304, -4.1029]],
  "atomic_forces_ev_per_a": [[-0.1992, 0.1502, -0.0969], [0.0988, -0.1026, -0.0299], [-0.0010, -0.0105, 0.0124], [0.0174, -0.0317, 0.0822], [-0.0647, -0.0136, -0.1085], [0.0361, -0.0254, -0.0280], [0.0150, 0.0209, 0.0472], [-0.0246, 0.0087, -0.0368], [-0.0232, -0.0142, 0.0153], [0.0044, 0.0100, 0.0058], [-0.0078, -0.0161, -0.0267], [0.0751, 0.0040, -0.0481], [-0.0543, -0.0986, 0.0661], [0.0570, 0.0509, -0.0561], [-0.0639, -0.0286, 0.0058], [-0.1514, 0.0695, 0.0269], [0.3070, 0.1557, -0.0351], [-0.0672, -0.1785, -0.0616], [-0.0769, 0.0771, 0.0958], [0.1030, -0.0531, -0.0137], [-0.0639, 0.0106, -0.0700], [-0.0189, 0.0212, 0.0840], [0.1180, -0.0746, -0.0713], [-0.0751, 0.0405, 0.0609], [0.0359, 0.0180, -0.0024], [0.0097, 0.0344, 0.0544], [0.0149, 0.0252, 0.0437], [-0.0532, -0.0025, -0.0438], [-0.0410, 0.0761, 0.0317], [-0.0424, -0.0188, -0.0525], [0.0066, 0.0037, 0.0198], [-0.0228, 0.0064, 0.0133], [0.0168, -0.0154, -0.0040], [0.0064, -0.0010, 0.0087], [0.0000, -0.0057, 0.0050], [0.0000, -0.0039, 0.0028], [0.0038, 0.0025, -0.0013], [0.0120, 0.0014, -0.0105], [-0.0170, -0.0232, 0.0062], [-0.0083, -0.0093, 0.0029], [0.0085, 0.0016, -0.0013], [-0.0024, -0.0062, 0.0157], [0.0099, -0.0135, -0.0257], [0.0184, -0.0129, 0.0007], [0.0019, 0.0091, -0.0064], [0.0015, 0.0036, -0.0033], [-0.0005, -0.0069, 0.0041], [0.0017, -0.0053, -0.0056], [0.0096, 0.0180, -0.0277], [-0.0108, 0.0000, 0.0188], [0.0038, -0.0224, -0.0480], [0.0004, -0.0280, -0.0375], [-0.0063, -0.0348, 0.0302], [0.1286, 0.0426, -0.0563], [-0.2923, 0.0391, -0.0165], [0.2783, 0.1915, 0.0800], [0.1398, -0.1677, 0.0336], [-0.0148, -0.0218, -0.0128], [-0.0385, 0.0136, 0.0274], [0.0984, -0.0693, -0.2509], [-0.2212, -0.0608, 0.2600], [-0.1167, 0.0835, 0.2046], [-0.0036, 0.0290, -0.0102], [0.0013, -0.0105, 0.0008], [-0.0328, 0.0107, 0.0212], [0.0038, -0.0535, 0.0203], [-0.0161, 0.0150, 0.0258], [0.1884, -0.0032, -0.1348]],
  "nbo_charge": [0.84, -0.42, -0.40, -0.24, -0.52, 0.21, -0.33, -0.13, -0.33, -0.12, -0.38, 0.33, -0.55, -0.25, -0.42, -0.23, -0.47, 0.23, -0.29, -0.14, -0.31, -0.12, -0.33, 0.24, -0.52, -0.23, -0.41, 0.22, 0.21, 0.21, 0.20, 0.21, 0.20, 0.21, 0.21, 0.21, 0.21, 0.21, 0.19, 0.24, 0.21, 0.24, 0.19, 0.21, 0.21, 0.21, 0.21, 0.21, 0.22, 0.19, 0.20, 0.21, 0.21, -0.89, 0.94, -0.25, -0.70, -0.42, -0.55, 0.36, -0.78, 0.21, 0.22, 0.23, 0.22, 0.40, 0.40, 0.45]
}



{
  "formula": "C24H32N2O3",
  "method": "ωB97M-V/def2-TZVPD",
  "e_lumo_ha": 0.0244,
  "e_tot_ha": -1268.96886,
  "spin_multiplicity": 1,
  "de_lowest_ev": 1.308,
  "homo_energy_ev": -8.4433,
  "homo_lumo_gap_ev": 9.11,
  "smiles": "COC[C@@H](C)N1CCC(Oc2cccc(C(=O)NCCc3ccccc3)c2)CC1",
  "symbols": ["C", "O", "C", "C", "C", "N", "C", "C", "C", "O", "C", "C", "C", "C", "C", "C", "O", "N", "C", "C", "C", "C", "C", "C", "C", "C", "C", "C", "C", "H", "H", "H", "H", "H", "H", "H", "H", "H", "H", "H", "H", "H", "H", "H", "H", "H", "H", "H", "H", "H", "H", "H", "H", "H", "H", "H", "H", "H", "H", "H", "H"],
  "xyz": [[-7.3282, -1.1650, -0.9653], [-6.1606, -0.4139, -1.1613], [-5.9028, 0.4881, -0.1125], [-4.5518, 1.1670, -0.3755], [-4.4537, 2.5017, 0.3778], [-3.4671, 0.2366, -0.1124], [-2.2822, 0.4363, -0.9155], [-1.4071, -0.8137, -0.8592], [-1.0133, -1.1149, 0.5883], [-0.3197, -2.3472, 0.7024], [0.9960, -2.4289, 0.3792], [1.5650, -3.6997, 0.5071], [2.9031, -3.9007, 0.2420], [3.7032, -2.8442, -0.1608], [3.1430, -1.5850, -0.3163], [4.0120, -0.4418, -0.7217], [5.1251, -0.2634, -0.2686], [3.4629, 0.3690, -1.6607], [4.0334, 1.6521, -1.9920], [3.1033, 2.8006, -1.5664], [2.5201, 2.5620, -0.1990], [3.3429, 2.3207, 0.8953], [2.7997, 2.0523, 2.1383], [1.4260, 2.0405, 2.3127], [0.5990, 2.2990, 1.2341], [1.1434, 2.5456, -0.0150], [1.7942, -1.3724, -0.0440], [-2.2885, -1.2344, 1.4194], [-3.1153, 0.0407, 1.2776], [-7.2650, -1.7725, -0.0532], [-8.2129, -0.5182, -0.8928], [-7.4283, -1.8188, -1.8292], [-5.8920, -0.0447, 0.8492], [-6.6986, 1.2496, -0.0676], [-4.5285, 1.3693, -1.4514], [-4.6218, 2.3618, 1.4428], [-5.1969, 3.1982, -0.0003], [-3.4696, 2.9413, 0.2325], [-2.5864, 0.6143, -1.9491], [-1.6897, 1.3063, -0.5745], [-1.9728, -1.6630, -1.2440], [-0.5211, -0.6790, -1.4822], [-0.3966, -0.2986, 0.9928], [0.9300, -4.5091, 0.8312], [3.3279, -4.8867, 0.3555], [4.7544, -2.9808, -0.3591], [2.5293, 0.1767, -1.9869], [4.2286, 1.7115, -3.0681], [4.9861, 1.7009, -1.4607], [3.6745, 3.7318, -1.5739], [2.2917, 2.9000, -2.2915], [4.4150, 2.3284, 0.7739], [3.4520, 1.8517, 2.9748], [1.0019, 1.8334, 3.2842], [-0.4745, 2.3074, 1.3651], [0.4896, 2.7335, -0.8571], [1.3963, -0.3718, -0.1224], [-2.8626, -2.0853, 1.0535], [-2.0338, -1.4084, 2.4655], [-4.0262, -0.0522, 1.8703], [-2.5307, 0.8890, 1.6800]],
  "atomic_forces_ev_per_a": [[-0.0639, -0.0047, 0.0280], [0.1874, 0.0742, -0.0358], [0.1742, 0.2195, -0.1565], [-0.4370, 0.0560, 0.1265], [0.0137, -0.3303, -0.2314], [0.0199, -0.0729, -0.0811], [0.0815, -0.1838, -0.1331], [0.2244, 0.1294, 0.1942], [-0.3807, 0.2421, -0.1473], [0.0122, -0.1682, 0.0922], [0.2333, -0.2524, -0.0709], [-0.2030, 0.1663, 0.0220], [-0.0386, 0.0535, -0.0107], [0.1099, 0.2340, -0.0835], [-0.0206, -0.3663, 0.2565], [-0.1261, -0.0841, -0.2142], [0.2572, -0.0439, 0.1757], [-0.1829, 0.1339, -0.3179], [0.0929, 0.1650, -0.0174], [0.1368, -0.1362, 0.0124], [-0.0727, 0.1271, -0.0748], [-0.0455, 0.0512, -0.0029], [0.0724, -0.0074, 0.0562], [-0.0996, -0.0119, 0.0743], [-0.1136, -0.0107, 0.0863], [0.0301, 0.0174, -0.0491], [-0.1914, 0.0798, 0.0246], [0.3173, 0.1613, 0.0110], [0.0132, -0.2377, 0.0299], [-0.0107, 0.0003, -0.0320], [0.0078, -0.0452, -0.0090], [-0.0811, -0.0329, 0.0432], [0.0047, 0.0550, 0.0035], [0.0585, -0.0657, 0.0237], [-0.0179, -0.0073, 0.0808], [-0.0032, 0.0475, 0.1544], [-0.0765, 0.1093, -0.0004], [0.1053, 0.0966, 0.0466], [0.0306, 0.0597, 0.0423], [-0.0215, 0.0371, -0.0625], [-0.0013, -0.0385, -0.0330], [0.0299, -0.0094, -0.0271], [-0.0477, -0.0962, -0.0374], [-0.0767, -0.1001, 0.0401], [0.0259, -0.0881, 0.0056], [0.1120, -0.0061, 0.0020], [0.0681, -0.1323, 0.0939], [0.0792, 0.0281, 0.1355], [-0.0813, 0.0245, -0.1398], [-0.0380, 0.0349, -0.1012], [0.0077, 0.0705, 0.0151], [0.1523, -0.0510, -0.0254], [0.0664, -0.0233, 0.0738], [-0.0269, -0.0116, 0.0834], [-0.0718, -0.0075, 0.0069], [-0.0381, 0.0240, -0.0815], [-0.0782, 0.1255, 0.0111], [-0.0492, -0.0521, 0.0095], [0.0253, -0.0208, 0.0335], [0.0383, 0.0571, 0.0506], [-0.0928, 0.0178, 0.0305]],
  "nbo_charge": [-0.24, -0.54, -0.06, -0.05, -0.64, -0.46, -0.20, -0.44, 0.10, -0.50, 0.31, -0.24, -0.19, -0.20, -0.13, 0.67, -0.62, -0.62, -0.22, -0.45, 0.08, -0.24, -0.20, -0.22, -0.21, -0.27, -0.27, -0.40, -0.22, 0.16, 0.16, 0.19, 0.16, 0.16, 0.21, 0.20, 0.22, 0.21, 0.21, 0.15, 0.22, 0.21, 0.18, 0.22, 0.22, 0.23, 0.39, 0.20, 0.23, 0.22, 0.20, 0.22, 0.22, 0.21, 0.21, 0.21, 0.22, 0.21, 0.21, 0.21, 0.16]
}